{"formula": "C41H56N3O5P2S4Sn", "method": "ωB97M-V/def2-TZVPD", "total_charge": -1, "symbols": ["Sn", "C", "C", "C", "C", "C", "C", "C", "C", "S", "C", "N", "C", "C", "C", "C", "C", "C", "C", "C", "H", "H", "H", "H", "H", "H", "H", "H", "H", "H", "H", "H", "H", "H", "H", "H", "C", "C", "C", "C", "O", "P", "O", "O", "O", "C", "C", "C", "C", "H", "H", "H", "H", "H", "H", "H", "H", "H", "H", "H", "H", "H", "H", "H", "H", "H", "H", "C", "P", "C", "C", "C", "C", "C", "C", "C", "H", "H", "H", "H", "H", "H", "H", "H", "H", "H", "H", "C", "O", "C", "S", "S", "H", "H", "H", "C", "C", "C", "C", "N", "C", "S", "N", "C", "H", "H", "H", "H", "H", "H", "H", "H"], "xyz": [[15.1464, 13.6858, 11.9317], [17.7069, 6.6777, 11.6654], [17.1592, 7.6496, 12.7493], [15.6291, 7.6642, 12.5597], [17.5181, 7.1146, 14.1068], [17.7460, 9.0502, 12.6178], [19.1410, 9.1227, 12.6828], [19.8116, 10.2626, 12.3958], [19.0812, 11.4080, 12.0927], [19.7314, 12.8581, 11.4864], [18.1049, 13.3801, 11.2652], [17.1946, 12.5603, 11.6604], [17.7192, 11.3764, 12.0991], [17.0169, 10.1925, 12.3745], [17.7174, 14.7267, 10.6855], [18.6388, 15.5224, 10.0035], [18.2406, 16.7478, 9.5303], [16.9681, 17.2714, 9.7779], [16.0698, 16.4351, 10.4494], [16.4196, 15.1345, 10.8677], [17.1735, 5.7396, 11.8181], [18.7985, 6.4918, 11.8060], [17.5978, 7.0355, 10.6338], [15.2342, 6.6416, 12.4366], [15.3679, 8.1998, 11.6169], [15.1314, 8.1376, 13.4212], [17.1627, 6.0504, 14.2712], [17.1122, 7.7268, 14.9024], [18.6191, 7.0542, 14.2028], [19.6897, 8.2216, 12.7385], [20.8751, 10.2985, 12.3436], [15.9221, 10.2121, 12.3063], [19.6745, 15.1174, 9.9690], [18.8729, 17.4249, 8.9139], [16.6465, 18.2377, 9.4449], [15.0128, 16.7229, 10.5851], [13.2086, 10.3021, 10.4144], [13.1139, 10.0720, 8.9029], [13.7156, 8.6719, 8.5515], [11.6506, 10.2000, 8.3928], [13.8375, 11.0714, 8.1425], [15.0495, 12.1227, 8.5674], [15.2237, 12.9638, 7.3842], [14.7319, 12.7757, 9.8966], [16.2845, 11.1225, 8.8083], [17.3506, 10.7855, 7.8974], [18.2385, 11.9741, 7.5551], [16.7904, 10.1970, 6.6064], [18.1998, 9.7427, 8.6288], [12.7884, 9.4267, 10.9485], [12.7834, 11.2345, 10.7646], [14.2626, 10.3175, 10.6783], [13.2075, 7.8547, 9.0535], [14.7632, 8.6081, 8.8681], [13.6775, 8.4975, 7.4267], [10.9914, 9.4611, 8.7823], [11.6535, 10.2383, 7.3003], [11.1755, 11.1188, 8.6872], [17.5917, 12.7611, 7.1299], [18.9316, 11.6399, 6.7887], [18.8881, 12.3193, 8.4280], [16.0943, 10.8850, 6.0994], [16.2949, 9.2518, 6.7890], [17.5959, 10.0099, 5.9021], [18.6947, 10.1379, 9.4714], [18.9278, 9.3352, 7.9371], [17.6240, 8.8987, 9.0335], [11.4938, 16.4598, 10.2946], [11.6328, 14.7166, 10.9569], [10.4819, 13.8368, 9.8816], [10.6934, 14.8553, 12.5074], [9.3008, 15.0144, 12.5441], [8.6278, 14.7951, 13.7437], [9.2950, 14.5391, 14.9022], [10.6675, 14.5309, 14.9184], [11.3407, 14.7018, 13.7147], [10.4697, 16.7368, 9.9652], [12.1877, 16.6865, 9.4524], [11.8030, 17.0940, 11.0961], [9.5942, 14.4253, 9.6901], [10.1938, 12.9007, 10.3832], [10.9317, 13.5833, 8.9450], [8.6831, 15.3261, 11.7361], [7.5716, 14.9778, 13.8348], [8.7587, 14.3441, 15.8216], [11.1582, 14.4372, 15.8300], [12.4406, 14.4799, 13.7610], [14.4116, 16.4045, 14.7714], [14.4021, 15.1035, 15.4244], [15.3711, 14.1794, 15.4352], [15.2341, 12.9439, 16.5435], [16.6206, 14.3989, 14.2450], [13.3980, 16.8188, 14.9638], [14.6189, 16.3713, 13.7405], [15.1432, 17.0157, 15.3311], [11.4183, 7.1688, 11.4733], [10.6277, 8.4316, 11.6361], [9.6131, 8.7528, 10.8082], [8.9095, 9.9530, 11.1188], [9.1496, 10.7272, 12.1414], [10.1813, 10.4292, 12.9709], [10.5132, 11.3543, 14.2811], [10.9128, 9.2688, 12.6738], [7.8267, 10.3855, 10.2350], [11.0221, 6.6592, 10.6548], [11.3581, 6.4464, 12.3408], [12.4927, 7.2966, 11.3669], [9.3627, 8.2172, 9.8876], [11.7170, 9.0382, 13.2757], [7.0351, 10.9215, 10.7333], [7.3658, 9.5455, 9.6971], [8.3675, 10.9696, 9.4380]], "atomic_forces_ev_per_a": [[-0.627, -0.381, 0.084], [0.971, 0.324, 0.426], [-0.932, -0.038, -0.985], [-0.193, 0.220, -0.381], [0.496, -1.801, 0.673], [-0.312, -0.369, -0.064], [-0.290, 0.104, -0.656], [0.068, 0.752, 0.029], [1.581, -1.428, 0.370], [-0.135, 0.558, -0.185], [-0.409, 2.193, -0.950], [-0.814, 0.412, -0.256], [-0.805, -0.222, 0.115], [-0.413, 0.207, -0.095], [0.966, -0.845, 0.324], [0.872, -0.961, 0.608], [0.485, 1.979, -1.013], [-0.467, -1.922, 0.743], [-0.585, -0.402, -0.172], [-0.780, 0.738, 0.245], [0.132, -0.142, -0.288], [-0.735, 0.032, -0.031], [-0.284, 0.005, 0.287], [0.207, 0.259, 0.266], [0.078, -0.224, 0.678], [0.042, -0.033, -0.371], [0.139, 1.095, -0.302], [0.000, 0.184, 0.188], [-0.509, 0.166, 0.172], [0.552, -0.775, 0.437], [0.667, -0.134, 0.030], [0.544, -0.050, 0.068], [-0.677, 0.700, -0.529], [0.033, -0.881, 0.650], [0.121, 0.342, -0.228], [0.628, 0.169, -0.010], [0.346, -0.959, -0.071], [-0.128, 0.146, -0.239], [0.035, 0.617, -1.203], [1.038, 0.402, -0.397], [0.164, 0.083, 0.631], [-1.101, -0.428, 0.061], [0.353, 0.469, -0.709], [0.132, -0.680, -0.391], [0.478, -0.126, 0.561], [0.084, -0.329, 0.172], [0.229, 0.650, 0.684], [-0.304, 0.337, -0.364], [-0.950, -0.820, -0.636], [0.028, 0.648, -0.357], [-0.271, 0.125, -0.051], [0.207, 0.104, 0.098], [-0.397, -0.062, 0.054], [-0.073, 0.266, -0.110], [0.011, 0.244, 1.375], [-0.245, -1.065, 0.068], [0.001, -0.400, 0.062], [0.239, 0.781, 0.386], [0.487, -0.046, 0.393], [0.171, 0.021, -0.191], [-1.150, -0.232, -0.948], [0.157, -0.158, 0.425], [-0.259, -0.194, 0.126], [0.259, -0.090, -0.033], [0.722, 0.818, 0.977], [0.283, -0.061, -0.125], [-0.245, 0.179, -0.371], [-0.202, -0.300, -1.049], [1.212, 0.817, -0.116], [-0.740, -0.488, 0.516], [-0.997, 0.297, -0.442], [-0.034, -0.345, 1.339], [-0.431, 0.876, -0.813], [0.358, -0.217, 1.112], [-0.799, 0.753, -1.458], [2.006, -1.251, 0.727], [0.446, -0.156, 0.307], [-0.423, -0.523, 0.464], [0.073, 0.601, 0.643], [-0.402, 0.071, -0.068], [0.005, 0.211, -0.100], [0.488, -0.073, -0.603], [-0.030, -0.035, -0.973], [-0.419, -0.220, -0.383], [-0.131, 0.088, 0.021], [1.130, -0.402, 1.288], [-1.022, 0.544, -0.330], [-0.141, -0.249, 2.455], [-1.256, 0.442, 0.235], [0.588, 0.233, -0.729], [0.005, 0.385, -0.363], [0.168, -0.049, 0.461], [0.614, -0.427, -0.191], [0.406, -0.177, -1.243], [-0.174, -0.096, -0.596], [0.548, -0.274, 2.184], [0.509, -0.341, 0.641], [-0.376, 0.464, -0.391], [0.011, -0.208, 0.701], [-0.101, -0.265, -0.583], [0.344, -0.399, 0.404], [0.380, -0.258, 0.177], [0.350, -0.401, 0.177], [-0.011, -0.151, -2.027], [-0.390, -0.877, -1.502], [-0.363, 0.995, -0.564], [0.080, 0.411, -0.283], [0.179, -0.059, 0.628], [-0.784, 0.417, -0.323], [0.143, 0.534, 0.116], [0.170, 0.056, 0.166], [-0.902, -0.027, 0.614]]}


{"formula": "C24H64AsF6O24S8", "method": "ωB97M-V/def2-TZVPD", "total_charge": -1, "symbols": ["As", "F", "F", "F", "F", "F", "F", "O", "S", "O", "O", "C", "C", "C", "H", "H", "H", "H", "H", "H", "H", "H", "O", "S", "O", "O", "C", "C", "C", "H", "H", "H", "H", "H", "H", "H", "H", "O", "S", "O", "O", "C", "C", "C", "H", "H", "H", "H", "H", "H", "H", "H", "O", "S", "O", "O", "C", "C", "C", "H", "H", "H", "H", "H", "H", "H", "H", "O", "S", "O", "O", "C", "C", "C", "H", "H", "H", "H", "H", "H", "H", "H", "O", "S", "O", "O", "C", "C", "C", "H", "H", "H", "H", "H", "H", "H", "H", "O", "S", "O", "O", "C", "C", "C", "H", "H", "H", "H", "H", "H", "H", "H", "O", "S", "O", "O", "C", "C", "C", "H", "H", "H", "H", "H", "H", "H", "H"], "xyz": [[-0.0009, 0.2540, 0.3924], [-0.8039, -0.3210, 1.8635], [-0.9898, -0.9844, -0.4041], [0.6536, 0.7057, -1.1669], [1.0119, 1.3418, 1.3078], [1.1893, -0.9803, 0.5990], [-1.2366, 1.4943, 0.2362], [-1.9654, 4.8340, -5.9515], [-1.2308, 3.7633, -5.3013], [-0.4148, 4.0508, -4.1526], [-2.4010, 2.6985, -4.9804], [-2.2543, 1.8156, -3.8626], [-2.7870, 2.4552, -2.5838], [-0.2897, 2.7269, -6.4735], [-1.2007, 1.5988, -3.6640], [-2.8118, 0.9108, -4.0913], [-2.0841, 3.1448, -2.1276], [-3.0672, 1.7346, -1.8113], [-3.7698, 2.8568, -2.8498], [-1.0181, 2.3661, -7.1942], [0.2185, 2.0277, -5.8200], [0.3914, 3.3382, -7.0634], [0.1024, 1.3604, 5.3661], [0.9165, 0.2200, 5.6790], [2.3420, 0.3145, 5.8440], [0.3064, -0.4369, 7.0059], [-1.0967, -0.7470, 7.0689], [-1.3664, -0.9859, 8.5500], [0.5507, -0.9766, 4.3796], [-1.3245, -1.5911, 6.4203], [-1.7508, 0.0843, 6.7964], [-2.4287, -1.1854, 8.7007], [-1.0562, -0.1459, 9.1667], [-0.8218, -1.8603, 8.9129], [1.1105, -0.7785, 3.4741], [-0.5207, -1.0087, 4.1966], [0.7582, -1.9506, 4.8317], [-3.2610, 1.9190, 5.6111], [-3.7491, 1.3209, 4.4074], [-3.9956, -0.0892, 4.3849], [-5.0991, 2.0229, 3.9237], [-6.3222, 1.6141, 4.5314], [-7.4711, 2.4612, 4.0510], [-2.7124, 1.8441, 3.0342], [-6.2819, 1.6431, 5.6224], [-6.5243, 0.5883, 4.2125], [-7.2641, 3.5176, 4.2298], [-8.4073, 2.1451, 4.5037], [-7.5571, 2.3387, 2.9683], [-2.6439, 2.9263, 2.9816], [-3.0258, 1.4354, 2.0778], [-1.7421, 1.4025, 3.2610], [-4.1287, -5.7824, -3.4133], [-3.1817, -5.0845, -2.6226], [-1.7831, -5.4216, -2.5308], [-3.3071, -3.5465, -3.1605], [-2.3139, -2.5866, -2.7523], [-1.6121, -1.9628, -3.9650], [-3.7397, -4.8400, -0.8952], [-1.5511, -3.1090, -2.1765], [-2.9124, -1.8251, -2.2565], [-2.3406, -1.3638, -4.5137], [-1.2664, -2.7047, -4.6856], [-0.7722, -1.3909, -3.5778], [-4.8161, -4.6663, -0.9206], [-3.3934, -3.8694, -0.5399], [-3.3988, -5.7127, -0.3519], [6.1667, -1.7989, 1.1996], [6.1114, -0.7096, 2.1432], [7.2941, -0.3380, 2.8430], [5.6184, 0.6240, 1.3935], [4.5437, 0.5533, 0.4321], [4.9520, 0.0183, -0.9408], [4.6896, -0.9625, 3.2354], [4.1932, 1.5718, 0.2892], [3.7855, -0.0990, 0.8656], [5.3545, -0.9887, -0.8085], [5.7933, 0.6305, -1.2665], [4.1143, -0.1536, -1.6118], [3.8719, -1.3540, 2.6329], [4.3345, -0.0814, 3.7736], [4.8545, -1.6518, 4.0651], [1.3164, -2.2182, -7.7273], [2.4040, -1.3395, -7.3640], [2.3478, 0.0814, -7.5940], [2.6596, -1.5469, -5.7645], [1.5965, -1.1338, -4.9209], [1.8682, 0.1947, -4.1884], [3.9436, -2.0449, -7.9351], [1.4260, -1.8801, -4.1455], [0.6927, -1.0389, -5.5282], [2.7882, 0.0926, -3.6158], [0.9856, 0.5110, -3.6375], [2.0691, 0.9867, -4.9149], [3.9140, -3.1277, -7.8577], [4.7540, -1.6118, -7.3572], [3.9842, -1.7926, -8.9939], [2.6401, 6.7795, -1.9499], [2.1660, 7.5331, -0.8205], [1.8047, 8.9157, -0.8936], [0.8832, 6.7324, -0.1380], [0.5352, 5.4491, -0.7221], [1.1293, 4.3431, 0.1468], [3.3250, 7.4022, 0.5203], [0.7086, 5.4403, -1.7974], [-0.5569, 5.3867, -0.6608], [2.1940, 4.5121, 0.2995], [0.8796, 3.4682, -0.4624], [0.6784, 4.2243, 1.1285], [4.2715, 6.9503, 0.2428], [2.8107, 6.8930, 1.3295], [3.5070, 8.4312, 0.8240], [1.7702, -4.3431, 2.5192], [1.8615, -5.0998, 1.2842], [3.0866, -5.7641, 0.8894], [0.6346, -6.1796, 1.3255], [-0.6572, -5.7941, 1.7695], [-0.8299, -5.7501, 3.2850], [1.4378, -4.0202, -0.0938], [-1.3242, -6.5279, 1.3178], [-0.9836, -4.8149, 1.3921], [-0.6832, -6.8066, 3.5482], [-1.8667, -5.4687, 3.4580], [-0.0684, -5.2272, 3.8516], [1.6036, -4.4921, -1.0572], [1.9638, -3.0764, 0.0016], [0.3654, -3.8574, 0.0294]], "atomic_forces_ev_per_a": [[-1.217, -0.592, 0.371], [0.424, 0.577, -0.282], [0.093, 0.702, -0.315], [-0.036, 0.039, 0.634], [-0.359, -0.262, -0.485], [0.620, -0.072, -0.011], [0.461, -0.479, -0.084], [1.199, -1.135, 0.386], [-1.105, 0.552, -1.086], [-0.348, -0.430, -0.344], [0.538, 0.450, 0.072], [0.489, 0.010, 1.542], [-1.073, -0.523, -0.202], [-0.632, 1.471, 0.279], [0.002, -0.302, -0.459], [0.119, 0.035, -0.255], [-0.203, 0.339, -0.231], [0.542, -0.378, -0.150], [0.285, 0.738, 0.134], [-0.039, -0.571, 0.337], [0.017, -0.415, -0.406], [0.264, 0.136, 0.467], [0.475, 0.268, 0.298], [-0.810, -0.148, -1.488], [-0.828, -0.066, 0.386], [0.861, 0.016, -0.594], [-0.589, 0.570, 0.993], [0.021, -0.923, -0.154], [-0.239, -0.710, 1.525], [0.056, -0.182, 0.149], [0.515, 0.226, -0.517], [-0.004, 0.125, 0.008], [-0.083, 0.205, -0.211], [0.024, -0.005, -0.042], [0.083, 0.120, 0.073], [0.020, 0.524, -0.179], [0.540, -0.033, -0.361], [-0.269, 0.012, 0.104], [0.393, 0.513, -1.235], [0.197, -0.339, 0.088], [0.037, 0.709, 0.078], [-0.789, -0.911, 0.279], [0.597, 0.464, -0.812], [0.007, -0.560, 0.479], [0.389, 0.023, -0.020], [0.196, -0.099, 0.254], [-0.244, -0.017, 0.183], [0.035, 0.055, 0.168], [-0.131, 0.048, 0.031], [-0.095, 0.010, 0.267], [-0.332, -0.109, 0.173], [0.087, 0.180, 0.066], [-0.064, -0.625, 0.024], [0.643, 2.785, 1.083], [-0.704, -0.286, -0.328], [-0.152, -1.604, -0.152], [0.346, -0.017, -0.861], [-0.855, -0.466, 0.114], [-0.503, 0.368, -1.401], [-0.250, 0.378, 0.550], [0.597, 0.023, 0.596], [0.258, 0.343, 0.056], [0.189, -0.204, 0.293], [-0.094, 0.294, -0.175], [-0.091, -0.734, -0.016], [0.815, -0.329, 0.039], [-0.156, 0.125, 0.324], [-0.177, 0.445, 0.641], [-1.084, 0.008, -0.409], [-0.154, 0.124, 0.254], [0.804, -0.188, 0.019], [-0.576, -0.789, -0.604], [1.012, -0.923, 1.163], [-0.196, -0.123, 0.496], [-0.165, 0.014, 0.548], [-0.398, 0.389, -0.134], [0.121, 0.075, 0.068], [-0.371, 0.091, -0.733], [-0.076, 0.853, -0.127], [0.095, -0.036, -0.095], [0.388, 0.445, -0.569], [0.597, -0.369, -0.483], [0.575, 0.906, -0.239], [-0.134, -0.714, 1.700], [-0.067, -0.754, -0.394], [0.789, -0.179, -1.180], [-1.036, 1.201, 0.784], [0.453, -0.215, -1.445], [-0.536, 0.272, -0.147], [0.145, -0.397, -0.378], [-0.097, -0.152, 0.167], [-0.316, 0.102, 0.509], [0.233, -0.233, 0.504], [0.005, -0.069, -0.110], [-0.158, 0.038, 0.295], [0.037, 0.061, -0.127], [0.190, 0.189, 0.053], [-0.292, 0.539, 0.224], [-0.778, -1.169, 0.967], [-0.151, -0.310, -0.388], [1.102, 1.273, -1.389], [-0.902, 0.050, 1.161], [-0.339, 0.097, -1.410], [-0.024, 0.579, 0.338], [0.730, -0.225, 0.208], [0.060, 0.224, 0.205], [0.141, -0.397, -0.313], [0.651, -0.466, 0.522], [-0.297, 0.254, -0.082], [-0.201, -0.290, -0.187], [0.228, -0.184, 0.009], [0.057, -0.026, 0.067], [0.253, -0.609, -0.998], [0.439, 0.712, -0.318], [-1.565, -0.016, 0.910], [1.662, 0.226, -0.625], [-0.614, 1.408, 0.425], [0.315, -2.020, -0.649], [-0.948, -0.469, 0.621], [0.033, -0.087, 0.142], [0.480, -0.064, -0.391], [-0.360, 0.125, 0.545], [0.125, 0.181, 0.444], [-0.235, 0.630, -0.300], [0.231, -0.269, 0.171], [0.083, -0.065, 0.184], [0.076, 0.391, -0.166]]}


The calculation returns the following HOMO values, one per record and in order: -4.3; -9.0 eV.
The calculation returns the following gap between HOMO and LUMO values, one per record and in order: 6.335; 10.763 eV.
The calculation returns the following LUMO values, one per record and in order: 0.0733; 0.0635 Eh.